Here is a molecular structure, C29H39AsN2SeSi2V from the Open Molecules 2025 dataset. Energies are from ωB97M-V with the def2-TZVPD basis set.

Structure (XYZ):
```
75
Properties=species:S:1:pos:R:3:lowdin_spin:R:1
V -0.4222 -0.0602 0.4053 1.9699
C 3.7978 -0.1311 -0.7753 0.0022
C 4.3262 -0.6644 0.3935 0.0088
C 3.5268 -0.8022 1.5097 0.0011
C 2.1852 -0.4199 1.4492 0.0088
N 1.6767 0.0069 0.2782 0.0003
C 2.4535 0.1789 -0.7893 0.0088
C 1.2823 -0.3396 2.6224 0.0135
C 1.7886 -0.5454 3.9102 -0.0033
C 0.9701 -0.3478 5.0071 0.0194
C -0.3459 0.0707 4.8163 -0.0030
C -0.8422 0.2636 3.5395 0.0135
C -0.0498 0.0559 2.4082 -0.0273
H 4.3994 0.0285 -1.6584 -0.0001
H 5.3689 -0.9521 0.4416 0.0005
H 3.9379 -1.1848 2.4308 -0.0001
H 1.9599 0.5889 -1.6607 0.0003
H 2.8178 -0.8386 4.0713 -0.0008
H 1.3556 -0.5006 6.0074 0.0014
H -0.9828 0.2404 5.6771 -0.0008
H -1.8719 0.5792 3.4077 0.0003
C 1.6515 5.4076 1.0665 -0.0014
Si 1.2237 3.6370 1.5849 0.0008
C 0.5643 3.6844 3.3573 0.0015
C 2.9225 2.8157 1.7326 0.0004
As -0.1699 2.6242 0.0119 -0.0128
Si -2.0895 3.8798 0.4639 -0.0025
C -1.7440 5.7228 0.7404 -0.0010
C -3.2420 3.8881 -1.0295 -0.0004
C -3.0351 3.2990 1.9921 0.0000
H 2.3675 5.8239 1.7831 -0.0002
H 0.7963 6.0778 1.0163 0.0000
H 2.1246 5.3994 0.0820 -0.0002
H 1.2850 4.1986 4.0025 0.0004
H 0.4289 2.6696 3.7375 0.0001
H -0.3915 4.2007 3.4453 0.0000
H 3.6000 3.5548 2.1735 0.0001
H 3.3481 2.5084 0.7760 0.0001
H 2.8999 1.9550 2.4000 0.0001
H -1.2431 6.1724 -0.1180 -0.0001
H -1.1620 5.9495 1.6323 0.0000
H -2.7197 6.2095 0.8477 -0.0001
H -2.7443 4.3772 -1.8701 -0.0001
H -3.5383 2.8892 -1.3431 -0.0004
H -4.1421 4.4620 -0.7849 0.0000
H -2.3958 3.3222 2.8765 0.0001
H -3.4015 2.2802 1.8655 -0.0001
H -3.8894 3.9623 2.1662 0.0000
C -1.1460 -2.9549 2.4225 0.0008
C -0.5913 -3.1611 1.0500 0.0033
C -0.3498 -4.3610 0.4218 0.0043
C 0.0796 -4.0599 -0.8982 0.0004
C 0.0817 -2.6901 -1.0026 0.0060
C 0.3673 -1.8520 -2.2099 0.0026
N -0.3252 -2.1247 0.1871 0.0000
H -1.5121 -3.9075 2.8095 -0.0001
H -1.9865 -2.2562 2.4106 0.0007
H -0.4114 -2.5623 3.1299 -0.0002
H -0.5064 -5.3359 0.8594 0.0004
H 0.3184 -4.7527 -1.6918 0.0000
H 0.0494 -2.3706 -3.1164 0.0001
H 1.4273 -1.6172 -2.3273 0.0001
H -0.1947 -0.9091 -2.1898 0.0013
Se -2.7348 0.3858 -0.4423 -0.0156
C -3.7900 -1.1976 -0.7883 -0.0008
C -3.3328 -2.5073 -0.8871 0.0006
C -4.2205 -3.5447 -1.1411 0.0002
C -5.5761 -3.3020 -1.3046 0.0004
C -6.0403 -1.9963 -1.2103 -0.0003
C -5.1572 -0.9604 -0.9542 -0.0012
H -2.2824 -2.7366 -0.7630 0.0000
H -3.8320 -4.5542 -1.2057 0.0000
H -6.2625 -4.1169 -1.4994 0.0000
H -7.0952 -1.7803 -1.3341 0.0000
H -5.5316 0.0537 -0.8781 -0.0003
```

## Properties
molar mass	676.64	g mol⁻¹
net charge	-1
E_HOMO (spin up / spin down)	-4.06 / -4.01	eV
total energy	-201319.0299	eV
HOMO-LUMO gap (spin up / spin down)	6.55 / 6.31	eV
relative energy (zero: lowest compared OMol25 entry of this formula, charge and spin)	70.9	kJ/mol
⟨S²⟩	2.031
spin multiplicity	3